[1]
Density functional theory data (ωB97M-V/def2-TZVPD) for 2 unconnected molecules or ions with the total composition C3H11NS2 at a distorted geometry.

Each line ends with the Mulliken spin population.
Positions of all 17 atoms, in Å:
C: 2.336 -0.153 1.369  -0.1228
S: 3.415 -0.921 -0.042  0.5906
S: 2.352 0.028 -1.431  0.3547
H: 2.027 0.906 1.256  -0.0078
H: 2.963 -0.310 2.271  0.0442
H: 1.173 -0.589 1.434  0.0677
H: 1.925 -1.102 -2.038  0.0383
C: -2.288 -0.696 -0.611  0.0532
N: -1.053 -0.307 0.125  -0.0061
C: -0.895 1.157 -0.196  0.0083
H: -2.608 -1.716 -0.413  -0.0025
H: -3.229 -0.223 -0.295  0.0003
H: -2.056 -0.511 -1.685  -0.0096
H: -1.256 -0.366 1.135  -0.0162
H: -1.083 1.350 -1.253  0.0032
H: 0.022 1.600 0.165  0.0255
H: -1.745 1.852 0.207  -0.0209

The value obtained for the molar mass is 125.3 g mol⁻¹. As for the energy above the lowest of the compared OMol25 structures with the same formula, charge and spin: 238.6 kJ/mol. The HOMO energy (spin up / spin down) is 0.9 / -4.1 eV. As for the spin multiplicity: 2. As for the largest force on an atom: 3.953 eV/A. Its net charge is -1. The expectation value of S² is 0.752. The HOMO-LUMO gap (spin up / spin down) comes out at 2.50 / 7.44 eV.

[2]
Density functional theory data (ωB97M-V/def2-TZVPD) for a single C3H11NSi molecule at a distorted geometry.

Each line ends with the Mulliken charge.
Positions of all 16 atoms, in Å:
C: 2.304 -0.708 0.086  -0.6876
C: -2.120 -0.920 0.243  -0.9720
C: -0.350 1.832 -0.428  -0.9548
N: 0.787 -1.000 -0.311  -0.3972
Si: -0.466 0.042 0.341  0.4177
H: 2.200 -0.138 1.063  0.2337
H: 2.925 -1.634 0.144  0.3038
H: 2.728 0.040 -0.599  0.2339
H: -2.700 -0.987 1.206  0.3055
H: -2.800 -0.469 -0.554  0.2752
H: -1.966 -2.014 -0.068  0.2787
H: 0.445 2.324 0.041  0.2947
H: -0.165 1.726 -1.507  0.2812
H: -1.296 2.403 -0.284  0.3027
H: 0.737 -1.939 0.011  0.2583
H: -0.178 0.292 1.703  -0.1739

The value obtained for the molar mass is 89.2 g mol⁻¹. As for the SMILES: CN[SiH](C)C. As for the energy above the lowest of the compared OMol25 structures with the same formula, charge and spin: 0.0 kJ/mol. The HOMO energy is -9.1 eV. As for the spin multiplicity: 1. As for the largest force on an atom: 3.025 eV/A. The HOMO-LUMO gap comes out at 10.17 eV.

Look up the energy above the lowest of the compared OMol25 structures with the same formula, charge and spin of the first one. 238.6 kJ/mol